Entry 1:
Molecular formula: H80O40
Method: DFT, wB97M-V/def2-TZVPD

Structure (XYZ):
```
120
Properties=species:S:1:pos:R:3:forces:R:3
H -5.1154 3.0625 -3.6614 -1.1 0.2 -1.1
H -5.7412 1.7363 -2.7876 -0.8 0.0 -1.1
O -5.1086 2.4176 -2.9848 2.0 -0.1 2.2
H -0.2110 6.1262 -2.5714 -0.1 -0.9 0.0
H -1.5744 5.3794 -3.0565 0.7 -0.5 -0.1
O -1.1462 6.1923 -2.7898 -0.7 1.3 0.0
H 3.9532 -2.8561 2.4576 0.2 0.1 -0.2
H 3.7037 -1.5148 3.0915 0.1 0.1 0.0
O 4.3953 -2.0073 2.6291 -0.1 -0.2 0.2
H 0.5207 -3.7592 4.5963 0.7 -0.8 -0.2
H -1.0441 -3.7868 4.5901 0.1 -0.3 -0.1
O -0.2639 -3.2327 4.6835 -0.8 0.9 0.1
H 4.7154 -4.8336 0.4869 0.2 0.0 0.1
H 3.2866 -5.3608 0.5059 -0.1 0.0 0.1
O 3.8585 -4.6877 0.8973 -0.2 0.0 -0.2
H -1.0606 2.6637 -2.5460 0.3 -0.4 -0.6
O -1.4914 2.6528 -3.4120 -0.9 0.4 -0.2
H 1.7997 0.9202 6.3796 -0.5 0.3 -0.3
O 2.2645 0.7345 5.5526 0.7 0.0 0.7
H 0.3801 -0.7273 6.1733 0.5 -1.0 -0.4
H -0.0342 -1.2743 4.6775 0.9 -1.4 0.7
O -0.1284 -0.6356 5.3717 -1.8 2.2 0.2
H -3.2064 0.1459 5.8203 0.5 0.7 0.3
H -4.2417 -0.4869 5.0653 0.0 1.5 0.1
O -4.0048 0.4364 5.3743 -0.8 -1.1 -0.1
H 4.4422 2.6963 4.0074 0.0 -0.2 -0.2
H 3.8098 4.0452 3.9013 -0.1 0.1 -0.2
O 4.3417 3.4277 3.3872 0.0 0.0 0.4
H 2.1812 2.5974 -4.7421 -0.3 -0.2 -1.5
H 1.2508 2.8044 -3.9103 -1.6 -0.1 0.1
O 1.2030 2.4336 -4.8193 1.5 0.4 1.4
H 5.5518 1.0967 -3.9710 0.2 0.1 0.3
O 4.6025 1.2450 -3.9350 -0.2 -0.2 -0.4
H -4.3785 0.0022 -2.0471 -0.3 1.2 -0.2
H -4.9938 -1.1863 -2.3329 -1.1 -0.1 -0.2
O -5.2396 -0.2431 -2.4286 1.3 -1.0 0.5
H -2.5858 1.1802 0.5629 -0.4 0.0 -0.1
H -2.5325 2.5915 -0.1658 -1.5 0.5 -0.3
O -2.0422 1.9306 0.2899 1.3 -0.3 0.6
H 4.9732 -0.9457 0.6613 -0.3 -0.3 -0.4
H 6.0000 -0.0118 1.1077 0.3 0.1 -0.2
O 5.6796 -0.3993 0.2821 -0.2 -0.1 1.2
H -2.8880 1.2813 3.7142 0.2 -1.4 0.5
H -1.7393 1.7417 3.1090 1.1 -0.2 -0.5
O -2.0634 0.8621 3.3579 -1.4 1.7 0.1
H -2.1510 -3.6862 -3.0313 -1.6 1.1 0.6
H -0.7883 -3.7455 -3.5848 0.5 0.3 -0.4
O -1.4609 -4.2910 -3.1819 1.4 -1.3 -0.1
H -4.0238 3.4730 2.8246 -0.1 -0.2 -0.4
H -3.0822 4.5909 3.2985 0.3 -0.1 -0.2
O -3.4677 3.7444 3.5502 0.0 0.0 0.6
H 1.5031 -1.7448 -4.2941 -0.2 0.1 0.0
O 1.2806 -2.2828 -3.5259 0.3 -0.3 -0.2
H -3.3076 -1.9937 3.6668 -0.4 -0.3 -0.4
H -2.3460 -1.5508 4.6987 -0.2 0.0 0.4
O -3.2665 -1.8623 4.6159 0.9 -0.7 -0.3
H 1.4819 -4.7057 -1.6963 0.4 -0.3 0.2
O 0.8265 -5.3207 -1.3360 0.3 0.5 -1.0
H -3.7888 -0.2983 2.0478 0.8 -0.4 0.8
H -2.6348 -1.0436 1.0596 0.4 0.2 1.4
O -3.4441 -0.5441 1.1915 -0.1 0.5 -2.6
H 2.3372 0.8362 -5.8408 -0.2 0.0 0.2
H 1.4059 -0.3059 -5.4645 -0.2 0.4 -0.3
O 2.3091 -0.1203 -5.7312 0.3 -0.6 0.1
H -3.9002 -1.9517 -0.2812 -0.4 -0.7 0.9
H -4.6877 -3.1963 -1.1283 -0.5 -0.6 1.4
O -4.1036 -2.4616 -1.0531 1.0 1.1 -2.8
H 6.5188 0.1186 -1.1450 0.1 0.1 -0.9
H 5.7655 1.2894 -1.5325 -0.1 0.2 -0.4
O 6.4406 0.7208 -1.9233 0.2 -0.2 0.8
H 1.8660 -0.3824 -2.5177 -0.1 0.4 0.3
H 1.3854 -0.6363 -1.1062 0.7 0.4 0.6
O 1.6694 0.0802 -1.6865 -0.2 0.1 -1.0
H 1.7476 -2.1746 0.2157 0.0 -0.4 0.1
H 1.8232 -0.9320 0.9935 -0.4 0.6 0.8
O 2.3369 -1.4303 0.3696 0.7 -0.4 -0.2
H 0.0940 1.7904 1.7675 -0.1 -0.1 -0.3
H 0.7638 1.9007 3.0748 0.2 0.2 0.2
O 0.5969 2.4267 2.2850 -0.2 0.2 0.1
H 1.0541 4.5374 -0.6069 0.7 0.4 0.1
H 0.2712 4.1188 -1.6924 0.7 0.1 -0.7
O 1.0340 4.7190 -1.5575 -0.7 0.0 0.5
H -0.7710 2.2574 -0.8830 1.2 -1.5 0.9
H 0.7946 1.7132 -1.2195 0.6 -1.8 0.5
O 0.0920 2.3236 -1.3332 -1.7 2.5 -0.6
H -0.5460 0.2395 -5.2914 0.0 0.2 -0.1
H -1.9981 0.0598 -4.9835 -0.2 0.0 0.0
O -1.2936 -0.3250 -5.5167 0.2 0.0 0.2
H -4.9630 -1.4966 0.8702 -0.6 -0.1 -0.2
O -5.6013 -1.6007 1.5750 -0.7 -0.1 1.2
H 0.6603 -6.1106 0.5786 1.4 0.0 -0.5
H 0.7357 -4.9630 1.8129 1.1 -0.4 -0.3
O 0.2669 -5.5290 1.2012 -2.8 0.5 1.4
H 1.9217 -3.0068 -3.6175 0.0 -0.1 0.4
H -0.7945 2.4293 -4.0286 0.3 0.1 -0.2
H 0.0497 -5.0186 -1.8287 -0.6 -0.5 0.1
H 3.0811 0.3831 5.9398 0.2 -0.1 -0.5
H 4.2453 0.3586 -3.8214 -0.2 0.1 0.1
H -6.3864 -2.0967 1.3431 0.1 0.0 -0.5
O -1.2717 5.1702 1.9644 -0.6 0.5 0.0
H -1.4571 4.4043 1.4166 0.1 -0.3 0.0
H -0.3305 5.1739 2.1193 0.4 -0.3 0.1
O 0.1163 -2.3232 -0.6669 -0.8 -0.6 0.5
H 0.4298 -1.9835 -1.4933 0.1 0.3 -1.1
H -0.3025 -3.1574 -0.9231 0.1 -0.2 0.0
O 0.3980 -0.3998 2.5222 0.6 -0.1 0.1
H -0.3178 -0.5772 3.1385 -0.6 0.3 -0.3
H 1.1177 -0.2206 3.1510 0.1 0.0 -0.2
O 3.3268 3.6136 -3.7535 0.8 -0.2 1.0
H 3.8424 2.8220 -3.4953 0.0 -0.1 -0.6
H 3.3365 4.0829 -2.9070 -0.6 0.4 -0.3
O -4.2588 4.6342 0.7802 0.5 -1.8 -0.3
H -4.1300 5.3252 0.1354 -0.4 0.7 0.5
H -4.6807 4.8307 1.6132 -0.2 1.1 -0.3
O 3.7228 -4.0533 -2.9317 0.3 0.6 0.4
H 4.0421 -4.2877 -2.0501 -0.3 -0.5 0.1
H 4.0831 -3.1527 -2.9495 -0.1 0.0 -0.4
O -2.0643 -3.8948 0.1715 -0.9 -0.8 -0.1
H -1.7486 -4.6052 0.7453 0.5 0.1 0.0
H -1.4834 -3.1593 0.3015 0.6 0.5 0.5
```
Positions in Å, forces in eV/Å.

The value obtained for the relative energy (zero: lowest compared OMol25 entry of this formula, charge and spin) is 2.398 eV. Its total charge is -1. Its expectation value of S² is 0.7511. The HOMO energy (alpha / beta) comes out at -0.77 / -8.63 eV. The calculation puts the LUMO energy (alpha / beta) at 0.0568 / 0.0538 hartree. As for the multiplicity: 2. As for the frontier orbital gap (alpha / beta): 0.0852 / 0.3710 hartree.

=====

Entry 2:
Molecular formula: C2HAgO4
Method: DFT, wB97M-V/def2-TZVPD

Structure (XYZ):
```
8
Properties=species:S:1:pos:R:3:forces:R:3
O 3.3610 1.5813 -2.5747 -0.4 -0.4 0.3
C 2.6115 0.9700 -1.9977 0.4 0.4 -0.2
H 0.4073 0.1633 0.1489 -1.5 3.3 2.6
O -0.2411 0.8387 0.8072 2.2 -0.4 -1.0
C -1.0768 -0.0968 1.1306 1.9 -0.5 -6.9
O -2.2723 -0.1007 0.6913 -0.6 1.7 2.8
O -0.4720 -1.2407 0.9016 -0.4 -1.2 2.6
Ag -2.3177 -2.1151 0.8928 -1.5 -2.8 -0.2
```
Positions in Å, forces in eV/Å.

The value obtained for the relative energy (zero: lowest compared OMol25 entry of this formula, charge and spin) is 2.516 eV. Its total charge is +1. Its expectation value of S² is 0.7592. The HOMO energy (alpha / beta) comes out at -16.20 / -16.20 eV. The calculation puts the LUMO energy (alpha / beta) at -0.2340 / -0.3231 hartree. As for the multiplicity: 2. As for the frontier orbital gap (alpha / beta): 0.3611 / 0.2720 hartree.

=====

Entry 3:
Molecular formula: C5H4N2
Method: DFT, wB97M-V/def2-TZVPD

Structure (XYZ):
```
11
Properties=species:S:1:pos:R:3:forces:R:3
C 0.7268 -1.1970 2.6970 -0.2 0.3 -0.4
C 0.2958 -0.5879 1.7447 0.2 -0.3 0.3
C -0.2758 0.0163 0.6026 -0.1 -0.1 -0.1
N 0.4691 0.5044 -0.3788 0.0 0.0 0.1
C 0.0949 0.8141 -1.6382 0.1 0.0 0.0
C -1.1419 0.3432 -2.1064 -1.0 -0.4 -0.2
N -2.1568 -0.1268 -2.4346 1.0 0.6 0.3
H 1.0955 -1.7515 3.5330 0.0 0.2 -0.2
H -1.3433 -0.0006 0.4198 0.1 -0.2 0.1
H 1.4560 0.6309 -0.1692 -0.1 0.0 0.0
H 0.7799 1.3548 -2.2699 0.0 -0.1 0.1
```
Positions in Å, forces in eV/Å.

The value obtained for the relative energy (zero: lowest compared OMol25 entry of this formula, charge and spin) is 3.512 eV. Its total charge is 0. The HOMO energy (alpha / beta) comes out at -7.67 / -7.72 eV. The calculation puts the LUMO energy (alpha / beta) at -0.0149 / -0.0141 hartree. As for the multiplicity: 1. As for the frontier orbital gap (alpha / beta): 0.2668 / 0.2697 hartree.

=====

Question: Look up the total charge of the second one.
Answer: +1